1.
This record from OMol25 describes a structure of composition C35H56CoN4O6Si4Te. The level of theory is ωB97M-V/def2-TZVPD.

Positions of all 107 atoms, in Å:
Co -0.386 1.133 0.752
O 3.351 5.853 1.562
C 2.514 4.747 1.603
C 1.151 4.885 1.248
C 0.337 3.778 1.193
N 0.793 2.572 1.428
C 2.101 2.374 1.763
C 2.995 3.489 1.899
C 2.585 1.091 2.066
O 3.699 0.806 2.516
O 1.558 0.084 1.975
C -1.165 3.941 0.831
O -1.560 5.117 0.724
O -1.812 2.876 0.663
H 2.773 6.546 1.209
H 0.683 5.832 0.979
H 4.054 3.341 2.078
C -2.806 -0.407 1.557
N -1.544 -0.738 0.865
C -1.816 -1.350 -0.417
C -0.734 -1.589 1.750
C 0.674 -1.981 1.310
C 0.877 -3.267 0.808
C 2.131 -3.731 0.428
C 3.215 -2.876 0.582
C 3.062 -1.609 1.125
C 1.787 -1.138 1.479
H -3.358 -1.331 1.820
H -3.395 0.230 0.911
H -2.584 0.179 2.458
H -2.353 -2.308 -0.353
H -0.892 -1.490 -0.979
H -2.470 -0.669 -0.996
H -1.287 -2.541 1.903
H -0.710 -1.086 2.725
H 0.024 -3.932 0.709
H 2.221 -4.710 -0.015
H 4.196 -3.218 0.297
H 3.905 -0.938 1.265
C -3.665 -2.758 7.144
C -2.365 -3.525 7.107
N -1.410 -2.816 6.253
C -1.234 -3.313 4.887
C -2.544 -3.400 4.132
C -0.615 -1.875 6.849
O -0.494 -1.773 8.025
C -0.059 -0.833 5.930
C 1.259 -0.319 5.979
C 1.535 0.795 5.219
C 0.515 1.436 4.506
N -0.727 0.989 4.492
C -0.969 -0.127 5.144
H -4.454 -3.255 7.722
H -4.049 -2.589 6.136
H -3.538 -1.754 7.583
H -2.527 -4.525 6.709
H -1.949 -3.669 8.102
H -0.796 -4.303 4.906
H -0.505 -2.678 4.416
H -3.265 -4.023 4.669
H -2.378 -3.876 3.174
H -2.985 -2.411 3.919
H 2.030 -0.811 6.516
H 2.546 1.170 5.077
H 0.691 2.341 3.961
H -1.977 -0.483 5.093
C 2.403 0.803 -6.885
Si 2.449 0.998 -4.958
C 3.652 -0.352 -4.391
C 3.115 2.714 -4.551
Si 0.404 0.789 -3.890
Te 1.089 1.117 -1.541
Si -1.044 2.486 -4.546
C -1.105 2.627 -6.465
C -2.772 2.126 -3.850
C -0.500 4.153 -3.841
Si -0.505 -1.216 -4.506
C -0.642 -1.374 -6.415
C 0.616 -2.595 -3.856
C -2.283 -1.543 -3.882
H 3.322 1.241 -7.325
H 1.545 1.320 -7.374
H 2.331 -0.248 -7.178
H 4.680 -0.082 -4.712
H 3.354 -1.285 -4.839
H 3.686 -0.494 -3.295
H 4.094 2.907 -5.006
H 3.172 2.874 -3.464
H 2.462 3.528 -4.937
H -1.137 1.627 -6.917
H -0.167 3.056 -6.828
H -1.967 3.216 -6.842
H -3.217 1.274 -4.341
H -3.458 2.993 -4.009
H -2.760 1.939 -2.772
H 0.529 4.424 -4.124
H -0.481 4.172 -2.732
H -1.180 4.952 -4.168
H 0.283 -1.254 -6.978
H -1.332 -0.626 -6.845
H -1.076 -2.357 -6.713
H 1.565 -2.602 -4.393
H 0.133 -3.570 -3.948
H 0.825 -2.437 -2.793
H -3.056 -0.954 -4.408
H -2.414 -1.315 -2.844
H -2.496 -2.612 -4.008

Calculated values
Net charge = -2
Orbital gap (alpha / beta) = 3.823 / 4.445 eV
Spin multiplicity = 4
⟨S²⟩ = 3.78


2.
This record from OMol25 describes a structure of composition C6H14OSi. The level of theory is ωB97M-V/def2-TZVPD.

Positions of all 22 atoms, in Å:
C -0.148 -0.392 -0.208
C 1.132 0.439 -0.273
C -0.210 -1.803 0.387
C 1.013 1.964 -0.436
C -2.853 -0.208 0.172
C -1.699 0.698 -0.023
O 0.578 -0.217 -1.359
Si 2.790 -0.370 0.185
H 0.177 -1.934 1.452
H 0.434 -2.543 -0.127
H -1.216 -2.131 0.312
H 0.317 2.047 -1.316
H 1.971 2.383 -0.946
H 0.834 2.489 0.406
H -2.849 -0.965 -0.525
H -3.963 0.229 0.083
H -2.927 -0.543 1.195
H -1.410 1.137 0.840
H -1.691 1.350 -0.913
H 3.915 0.139 -0.538
H 2.480 -1.750 0.190
H 3.326 -0.018 1.443

Calculated values
Orbital gap = 10.229 eV


3.
This record from OMol25 describes a structure of composition C10H20O20S5. The level of theory is ωB97M-V/def2-TZVPD.

Positions of all 55 atoms, in Å:
C -5.047 -1.329 -1.502
C -4.141 -0.831 -2.659
O -3.545 -2.022 -3.289
S -4.083 -3.309 -2.512
O -2.985 -4.178 -2.166
O -5.212 -3.763 -3.268
O -4.575 -2.642 -1.137
H -6.095 -1.489 -1.687
H -4.888 -0.832 -0.579
H -3.403 -0.083 -2.291
H -4.736 -0.383 -3.438
C -0.365 3.586 1.051
C -1.502 3.751 2.069
O -1.119 4.818 2.900
S -0.394 5.925 1.910
O 0.653 6.590 2.552
O -1.458 6.656 1.323
O 0.201 4.832 0.865
H -0.834 3.203 0.115
H 0.384 2.928 1.399
H -1.656 2.863 2.731
H -2.457 3.947 1.513
C 3.135 3.668 0.632
C 3.223 5.145 0.828
O 4.590 5.435 0.388
S 4.807 4.619 -0.931
O 6.119 4.184 -1.112
O 4.132 5.266 -2.021
O 3.968 3.342 -0.518
H 2.158 3.257 0.469
H 3.437 3.043 1.473
H 3.080 5.597 1.812
H 2.636 5.628 0.065
C 3.307 -6.349 0.635
C 2.408 -6.188 -0.610
O 1.630 -4.968 -0.412
S 1.829 -4.437 1.082
O 0.531 -4.371 1.666
O 2.658 -3.308 1.094
O 2.636 -5.661 1.687
H 4.304 -5.952 0.550
H 3.336 -7.425 0.901
H 1.656 -6.934 -0.693
H 2.971 -6.075 -1.574
C -0.758 -2.437 -0.310
C -1.455 -1.967 0.993
O -1.501 -0.524 0.951
S -0.966 -0.068 -0.461
O 0.437 0.237 -0.377
O -1.793 0.952 -0.967
O -1.149 -1.415 -1.273
H -1.014 -3.426 -0.681
H 0.285 -2.363 -0.086
H -0.927 -2.308 1.845
H -2.451 -2.433 1.052

Calculated values
Orbital gap = 10.905 eV